(1)
8
Properties=species:S:1:pos:R:3:forces:R:3:lowdin_charge:R:1 method="wB97M-V/def2-TZVPD" gap_ev=10.5 e_above_lowest_kj_mol=79.7
C -0.8835 -0.8544 0.3235 -0.48 0.06 0.20 -0.37
N -0.3028 0.3431 -0.0035 0.09 0.76 0.01 -0.11
N 0.8373 0.3677 -0.7519 0.46 -0.16 -0.12 -0.40
O -0.5502 -1.9295 -0.0728 0.18 -0.34 -0.09 0.06
Cl 2.3224 0.3538 0.2600 -0.44 0.14 -0.24 0.49
H -1.7471 -0.6824 0.9948 0.07 -0.05 -0.02 0.13
H -0.5767 1.1658 0.5302 0.16 -0.26 -0.06 0.14
H 0.9008 1.2359 -1.2802 -0.03 -0.15 0.31 0.07

(2)
9
Properties=species:S:1:pos:R:3:forces:R:3:lowdin_charge:R:1 method="wB97M-V/def2-TZVPD" gap_ev=10.0 e_above_lowest_kj_mol=313.8
C -1.1106 0.2370 -0.0293 1.72 2.47 -1.28 -0.04
N 0.3720 0.2785 0.3318 -2.39 5.84 0.53 -0.37
N 1.0718 -0.7503 0.0078 0.78 -2.00 0.37 -0.56
O 0.3664 -1.7104 -0.2029 0.28 -2.31 -0.57 0.05
O 2.2554 -0.7106 0.1219 1.81 -0.23 -0.53 0.06
Cl 1.2302 1.8949 0.0188 -1.25 -2.25 0.46 0.62
H -1.6961 0.1188 0.8411 -0.38 -0.14 1.15 0.06
H -1.2963 1.3087 -0.4491 -0.04 -2.32 0.29 0.10
H -1.1926 -0.6666 -0.6401 -0.54 0.94 -0.41 0.08

(3)
11
Properties=species:S:1:pos:R:3:forces:R:3:lowdin_charge:R:1 method="wB97M-V/def2-TZVPD" gap_ev=10.5 e_above_lowest_kj_mol=188.9
C 0.3038 0.6397 1.2013 -2.71 5.89 1.20 -0.25
N 0.6146 -0.7658 -1.8888 -2.44 1.29 1.43 -0.48
N -0.1865 -0.4594 -0.7534 -1.52 0.05 2.39 -0.44
O 1.6100 -0.1560 -1.9344 2.58 1.02 -0.55 0.14
O 0.1337 -1.6008 -2.5591 0.09 -1.75 -1.80 0.07
O -0.6811 0.2086 2.1140 0.68 -0.65 -0.65 -0.03
O -0.1352 0.8248 -0.1509 0.45 -1.85 -0.77 -0.11
Cl -1.8031 -1.1007 -0.7586 0.74 0.49 -0.29 0.73
H 1.1013 0.0223 1.2801 2.36 -1.97 0.08 0.09
H 0.5981 1.8029 1.4786 -0.46 -2.86 -0.73 0.18
H -1.5556 0.5842 1.9712 0.22 0.37 -0.30 0.09

(4)
9
Properties=species:S:1:pos:R:3:forces:R:3:lowdin_charge:R:1 method="wB97M-V/def2-TZVPD" gap_ev=7.7 charge=-1 e_above_lowest_kj_mol=348.7
C -1.2040 0.7907 0.2136 0.11 -0.62 2.57 -0.46
O 0.5909 0.0720 -1.9498 2.26 -2.05 5.49 -0.68
O 2.7678 -0.8768 0.0233 0.23 0.59 0.42 -0.49
P 1.3387 -0.5760 -0.1404 -1.95 2.10 -5.91 0.01
S 0.3228 0.6399 1.2518 1.13 0.94 -0.23 0.46
Cl 0.3815 -2.3356 0.2005 -0.64 -0.94 0.00 0.20
H -1.7541 0.2288 1.0116 -0.93 0.47 -1.66 0.00
H -0.8708 0.2377 -0.6594 -0.72 0.09 -0.77 -0.07
H -1.5729 1.8193 0.0489 0.51 -0.58 0.10 0.03

(5)
8
Properties=species:S:1:pos:R:3:forces:R:3:lowdin_charge:R:1 method="wB97M-V/def2-TZVPD" gap_ev=10.4 e_above_lowest_kj_mol=69.9
C 0.6548 -0.1782 -0.4770 -0.58 -0.55 -0.81 -1.15
H 0.0020 0.6429 1.4681 0.75 0.44 0.65 -0.28
H -1.5183 -0.9507 -1.1223 0.41 -0.19 -0.41 -0.14
H 0.1713 -1.6405 -2.3125 0.03 0.10 0.11 -0.15
O 1.4009 0.4491 0.2186 0.24 0.11 0.36 -0.10
S -1.0996 -0.1451 -0.1370 -0.88 -1.49 -2.43 0.68
S 1.3175 -1.1314 -1.8381 -0.01 0.13 0.18 0.81
Cl -1.0162 1.1675 2.0401 0.04 1.45 2.35 0.32

(6)
8
Properties=species:S:1:pos:R:3:forces:R:3:lowdin_charge:R:1 method="wB97M-V/def2-TZVPD" gap_ev="6.7 / 6.1" e_above_lowest_kj_mol=205.9 multiplicity=3 s_squared=2.01
C -1.2859 -0.1617 -0.2491 3.33 -3.65 2.71 -0.36
O 0.8742 0.0468 1.5407 2.22 -0.84 -1.94 -0.55
S 0.2479 -0.6536 -1.1758 -0.90 -0.61 -0.96 0.54
S 1.7299 -0.3354 0.2610 -4.68 -1.44 3.32 0.30
Cl 2.8094 1.3691 -0.4586 2.34 2.86 -1.00 0.02
H -0.7933 0.5125 0.3741 -0.05 1.79 1.25 -0.03
H -1.5202 -1.0114 0.4731 -0.20 0.99 -1.31 0.08
H -2.0619 0.2337 -0.7654 -2.05 0.88 -2.06 0.01

(7)
9
Properties=species:S:1:pos:R:3:forces:R:3:lowdin_charge:R:1 method="wB97M-V/def2-TZVPD" gap_ev=9.3 e_above_lowest_kj_mol=249.2
C 0.0878 0.2444 -0.0696 7.17 -0.96 -0.48 -0.34
N 1.5723 0.6762 0.0212 -5.88 -0.40 -0.25 0.02
N -0.8739 1.2091 -0.1899 1.92 -2.14 0.18 0.15
N -0.1254 -1.1115 -0.2674 -1.93 0.76 -0.34 0.10
F 2.4973 -0.4040 -0.0911 -1.35 -0.22 0.12 -0.19
F -1.4386 -1.5850 0.0641 0.06 0.94 -0.30 -0.08
H -0.3688 2.0006 0.1798 -1.03 0.96 0.26 0.11
H -1.7240 0.8206 0.1862 -0.54 0.91 0.36 0.10
H 0.3733 -1.8505 0.1667 1.56 0.15 0.45 0.13

(8)
8
Properties=species:S:1:pos:R:3:forces:R:3:lowdin_charge:R:1 method="wB97M-V/def2-TZVPD" gap_ev=10.5 e_above_lowest_kj_mol=382.8
C -0.3083 -0.4948 0.0574 -2.46 2.27 -1.18 -1.02
F -1.6697 -0.1050 -0.9583 2.59 -1.02 2.37 -0.30
F -0.5643 -1.5356 0.7996 -0.44 -1.34 -0.50 -0.01
P -0.2624 0.9598 1.2783 2.22 -1.00 -1.22 0.85
S 0.9545 -0.7105 -1.1853 0.34 -1.01 0.79 0.78
H 1.0153 0.2797 1.7397 -1.39 0.87 -0.09 -0.05
H 0.5612 1.5641 0.2677 -0.42 0.56 0.63 -0.11
H 0.2736 0.0423 -1.9989 -0.43 0.67 -0.79 -0.13

(9)
9
Properties=species:S:1:pos:R:3:forces:R:3:lowdin_charge:R:1 method="wB97M-V/def2-TZVPD" gap_ev=8.3 e_above_lowest_kj_mol=203.5
C 1.6033 -2.4557 -0.2738 0.84 2.40 -3.35 -0.51
F -2.3584 0.4580 0.5459 -1.97 -1.35 0.84 -0.31
F -1.1334 1.1718 -1.2092 0.74 -0.22 0.41 -0.37
P -1.0032 1.1504 0.4071 0.91 1.71 -1.60 0.51
S -1.7283 3.1467 0.6462 -1.65 -0.93 -0.72 0.44
S 1.6712 -1.2030 -1.3146 -0.53 -0.63 0.87 0.60
H 1.9430 -2.3901 0.6752 0.35 0.58 3.35 -0.04
H -0.6494 3.5246 1.1925 1.98 0.77 1.08 -0.27
H 1.6552 -3.4026 -0.6692 -0.68 -2.34 -0.87 -0.04

(10)
9
Properties=species:S:1:pos:R:3:forces:R:3:lowdin_charge:R:1 method="wB97M-V/def2-TZVPD" gap_ev="8.7 / 7.0" charge=+1 e_above_lowest_kj_mol=479.6
C 0.1992 -0.2117 -0.2154 -0.33 0.09 2.38 -0.14
O 1.0927 0.6710 0.1438 0.98 0.87 -0.17 -0.09
F 2.7477 0.5980 -2.6814 -0.83 -0.65 -1.32 -0.04
F 4.1032 2.1324 -1.5656 -1.15 -0.69 0.79 -0.08
F 4.2807 -0.1840 -0.9562 -2.00 1.39 -0.25 -0.11
P 3.1630 0.9149 -1.2810 2.91 -0.26 1.38 0.94
H -0.2669 -0.5429 0.9466 0.75 0.97 -1.95 0.29
H 0.6664 -1.1795 -0.2009 -0.11 -1.41 -0.67 0.12
H -0.5771 0.1115 -0.8952 -0.22 -0.33 -0.18 0.11

(11)
8
Properties=species:S:1:pos:R:3:forces:R:3:lowdin_charge:R:1 method="wB97M-V/def2-TZVPD" gap_ev=7.6 e_above_lowest_kj_mol=821.9
C -1.2028 -1.3057 -0.5854 -0.71 0.41 -0.53 -0.52
F -0.7976 -0.3712 0.2720 0.16 0.37 0.33 0.09
F -0.1499 -1.7400 -1.2589 0.41 -0.20 -0.27 0.12
F -1.7151 -2.3133 0.1090 -0.15 -0.38 0.24 0.12
Si 2.0931 1.8710 0.3714 0.26 -0.55 -0.95 0.56
H 1.9491 1.4374 1.7813 -0.12 0.12 0.59 -0.27
H -1.9610 -0.8884 -1.2704 0.31 -0.17 0.25 0.17
H 1.7842 3.3102 0.5810 -0.16 0.41 0.36 -0.27

(12)
7
Properties=species:S:1:pos:R:3:forces:R:3:lowdin_charge:R:1 method="wB97M-V/def2-TZVPD" gap_ev="7.1 / 7.1" e_above_lowest_kj_mol=473.1
F 0.1617 1.2617 0.1201 -10.83 0.21 -1.44 -0.50
O 1.7309 -0.8355 0.2608 -0.21 -5.89 -0.15 -0.87
Hg 1.9980 0.9129 0.3339 9.56 4.00 1.29 1.05
C -0.7130 -0.2274 -0.1062 -1.86 1.81 -0.64 0.08
H -1.7751 -0.2512 -0.3875 -0.90 2.33 -0.10 0.05
H -0.4289 -0.3902 -1.1558 1.87 -1.36 1.36 0.09
H -0.9735 -0.4702 0.9347 2.37 -1.09 -0.32 0.10

(13)
7
Properties=species:S:1:pos:R:3:forces:R:3:lowdin_charge:R:1 method="wB97M-V/def2-TZVPD" gap_ev="7.4 / 8.2" e_above_lowest_kj_mol=350.4
C -1.7145 0.7586 -0.5881 1.02 0.04 1.75 -0.61
F 2.1775 -1.8363 0.2410 -0.35 -0.36 -0.21 -0.48
P 2.1228 -0.2358 0.1494 -2.73 -0.45 -1.67 0.79
I -3.0172 -0.7416 -0.0066 -0.15 0.19 -0.26 0.66
H -2.1134 1.8095 -0.4041 0.84 -1.56 -0.43 -0.02
H -0.6768 0.3949 -0.2127 -1.76 1.35 -1.07 -0.11
H 3.2216 -0.1492 0.8213 3.12 0.79 1.89 -0.23

(14)
7
Properties=species:S:1:pos:R:3:forces:R:3:lowdin_charge:R:1 method="wB97M-V/def2-TZVPD" gap_ev="8.8 / 7.9" e_above_lowest_kj_mol=388.2
C -0.0570 -0.4100 0.5774 -0.40 0.75 0.23 -1.03
F -0.3170 -0.4657 -2.0142 0.25 -0.12 0.13 -0.39
P 0.8811 -0.3373 -0.9297 -0.42 -0.27 -0.49 0.70
I 1.0330 0.1531 2.2578 -0.10 -0.06 -0.17 0.70
H -1.7960 1.2270 0.3875 0.57 -0.60 0.04 0.13
H -0.7478 -1.2233 0.7500 -0.04 -0.01 0.02 -0.04
H 1.0036 1.0562 -1.0289 0.15 0.30 0.23 -0.06

(15)
9
Properties=species:S:1:pos:R:3:forces:R:3:lowdin_charge:R:1 method="wB97M-V/def2-TZVPD" gap_ev=10.8 e_above_lowest_kj_mol=333.3
C 0.8309 0.4774 0.9073 -3.65 -0.63 2.95 -0.08
N -0.7380 -1.3757 -0.7770 1.66 0.93 0.27 0.13
N -0.3291 -0.1559 -0.8972 -2.87 -0.37 -0.99 -0.37
O 0.9044 0.0230 -0.4035 1.18 -1.20 -0.71 -0.06
O -0.9458 0.7965 -1.3703 0.83 -0.68 0.43 0.07
F -1.9623 -1.4366 -1.3251 -0.63 0.12 -0.28 -0.01
H 0.1427 1.3526 0.8905 1.08 -0.06 0.41 0.10
H 0.2880 -0.2740 1.7005 1.27 1.22 -2.23 0.14
H 1.8092 0.5928 1.2748 1.12 0.67 0.14 0.07

(16)
7
Properties=species:S:1:pos:R:3:forces:R:3:lowdin_charge:R:1 method="wB97M-V/def2-TZVPD" gap_ev="7.6 / 7.7" e_above_lowest_kj_mol=298.5
C 0.7464 0.3559 0.4197 -3.51 -2.50 -2.71 -0.09
O 1.0285 0.0489 -0.8283 0.85 1.32 -0.78 -0.01
F -2.0471 -0.9842 -0.4984 0.23 -0.32 -0.26 -0.66
S -1.9402 0.4042 0.3624 1.89 0.51 0.44 0.52
H 0.6331 -0.4074 1.0935 -0.13 -1.86 1.59 0.03
H 0.9000 1.2887 0.7978 0.81 2.66 0.23 0.05
H 0.6794 -0.7060 -1.3466 -0.14 0.20 1.49 0.15

(17)
7
Properties=species:S:1:pos:R:3:forces:R:3:lowdin_charge:R:1 method="wB97M-V/def2-TZVPD" gap_ev="7.7 / 8.0" e_above_lowest_kj_mol=105.6 multiplicity=3 s_squared=2.01
C 1.7467 -1.0639 0.7875 0.05 -0.67 -0.01 -0.16
O 1.5522 0.1059 0.9067 -0.08 0.48 0.03 0.00
F -2.6178 1.4903 -2.2276 -2.14 -0.72 -2.83 -0.58
S -1.7418 1.7284 -0.8470 2.36 0.78 3.21 0.74
H 2.0783 -1.7042 1.6229 0.05 0.09 0.16 0.08
H 1.5988 -1.6033 -0.1627 -0.04 0.10 -0.18 0.08
H -2.6164 1.0469 -0.0799 -0.22 -0.05 -0.37 -0.16

(18)
7
Properties=species:S:1:pos:R:3:forces:R:3:lowdin_charge:R:1 method="wB97M-V/def2-TZVPD" gap_ev="8.5 / 10.8" multiplicity=4 s_squared=3.76
F 1.9974 2.0518 0.0908 0.50 1.15 -0.04 -0.53
O 0.5768 -0.6586 0.1381 -2.47 -1.02 -0.26 -0.49
V 2.0074 0.3017 0.2097 0.66 0.12 0.08 0.95
C -0.8328 -0.4306 -0.0554 -0.22 -0.87 -0.24 -0.18
H -1.3768 -1.3364 -0.3885 0.75 -0.09 0.15 0.07
H -1.0313 0.2649 -0.8938 0.28 0.21 0.83 0.08
H -1.3407 -0.1928 0.8991 0.50 0.50 -0.52 0.08

(19)
7
Properties=species:S:1:pos:R:3:forces:R:3:lowdin_charge:R:1 method="wB97M-V/def2-TZVPD" gap_ev=8.1 e_above_lowest_kj_mol=140.9
C -0.1673 -0.6309 -0.0179 4.74 -2.42 2.00 -1.01
F -0.8142 -1.4538 -0.8191 -0.84 -0.44 -0.23 -0.10
P 1.3197 -1.3961 0.8185 -3.30 1.20 -2.17 0.73
P -0.8922 0.9750 0.1671 -2.04 0.30 -1.26 0.77
H 1.7833 -0.1567 1.2383 0.03 0.62 0.46 -0.22
H 0.2090 1.7199 -0.1540 0.91 0.46 -0.21 -0.13
H -1.4383 0.9427 -1.2329 0.50 0.27 1.42 -0.05

(20)
7
Properties=species:S:1:pos:R:3:forces:R:3:lowdin_charge:R:1 method="wB97M-V/def2-TZVPD" gap_ev=7.5 e_above_lowest_kj_mol=266.6
C -1.0210 -0.0557 0.0783 5.23 2.92 -2.22 -0.02
N 0.9039 -0.0825 -0.5894 -3.29 0.91 0.57 -1.16
I 1.5610 1.8087 0.1028 0.25 -0.90 0.04 0.60
I 1.6619 -1.8028 0.1333 0.54 -0.27 0.46 0.61
H -0.9187 1.0133 -0.1542 -1.39 -0.50 -0.12 -0.05
H -1.3790 -0.7027 -0.6578 -1.01 -1.09 -0.41 0.02
H -0.8081 -0.1782 1.0869 -0.34 -1.07 1.66 -0.01